Record 1
{"formula": "C5H8O", "method": "the ωB97M-V functional and the def2-TZVPD basis", "symbols": ["O", "C", "C", "C", "C", "C", "H", "H", "H", "H", "H", "H", "H", "H"], "coordinates": [[-0.49, 2.26, 0.17], [-0.22, 1.46, 1.17], [-1.30, -0.93, -0.21], [0.17, -0.88, 0.19], [1.14, -0.04, -0.59], [0.75, 0.38, 0.81], [0.05, 2.06, -0.63], [-1.91, -0.32, 0.47], [-1.46, -0.56, -1.23], [-1.68, -1.95, -0.16], [0.57, -1.80, 0.60], [0.74, 0.48, -1.46], [2.16, -0.39, -0.74], [1.47, 0.21, 1.60]], "relative_energy_kj_mol": 344.4, "e_homo_ev": -8.43, "total_energy_ev": -7358.6853}

=====

Record 2
{"formula": "C40H38InN7O6PS2Se", "method": "the ωB97M-V functional and the def2-TZVPD basis", "symbols": ["In", "O", "C", "O", "C", "P", "C", "C", "C", "C", "C", "C", "C", "C", "C", "C", "C", "C", "H", "H", "H", "H", "H", "H", "H", "H", "H", "H", "H", "H", "Se", "N", "C", "C", "C", "C", "C", "N", "C", "C", "N", "C", "C", "C", "C", "C", "N", "H", "H", "H", "H", "H", "H", "C", "C", "C", "C", "C", "C", "C", "S", "O", "O", "N", "C", "C", "C", "O", "O", "H", "H", "H", "H", "H", "H", "H", "H", "H", "H", "H", "H", "C", "N", "C", "C", "N", "C", "S", "H", "H", "H", "H", "H", "H", "H", "H"], "coordinates": [[0.04, 0.72, -0.61], [1.85, 1.02, 3.04], [1.24, 1.44, 2.08], [1.50, 1.08, 0.85], [0.08, 2.42, 2.26], [-1.40, 1.66, 1.50], [-1.72, 0.14, 2.43], [-2.57, -0.83, 1.65], [-3.04, -2.12, 2.34], [-2.14, -2.62, 3.49], [-0.91, -1.73, 3.80], [-1.00, -0.28, 3.46], [-2.81, 2.75, 1.77], [-3.81, 2.45, 2.69], [-4.89, 3.32, 2.84], [-4.96, 4.48, 2.08], [-3.96, 4.77, 1.16], [-2.89, 3.91, 0.99], [0.28, 3.32, 1.66], [-0.06, 2.69, 3.30], [-3.38, -0.30, 1.15], [-4.11, -2.25, 2.46], [-2.65, -3.06, 4.34], [-0.52, -1.89, 4.80], [-0.33, 0.39, 3.99], [-3.75, 1.56, 3.30], [-5.66, 3.10, 3.56], [-5.80, 5.15, 2.19], [-4.02, 5.67, 0.56], [-2.13, 4.12, 0.25], [-3.85, -6.12, -0.48], [-3.97, -4.64, -1.48], [-3.40, -3.68, -0.82], [-3.23, -2.33, -1.38], [-3.88, -1.91, -2.54], [-3.58, -0.67, -3.07], [-2.59, 0.09, -2.47], [-1.97, -0.31, -1.36], [-2.31, -1.47, -0.79], [-1.74, -1.70, 0.59], [-0.33, -1.38, 0.59], [0.39, -1.75, 1.57], [-0.07, -2.57, 2.73], [-1.31, -3.46, 2.48], [-2.22, -2.99, 1.32], [-2.84, -4.02, 0.47], [-2.96, -5.27, 0.82], [-4.60, -2.57, -3.00], [-4.08, -0.30, -3.96], [-2.30, 1.06, -2.86], [1.42, -1.39, 1.57], [0.77, -3.08, 3.18], [-1.18, -4.53, 2.57], [6.35, 0.93, 2.61], [5.73, 1.41, 1.33], [5.49, 0.53, 0.28], [4.97, 0.99, -0.92], [4.68, 2.34, -1.07], [4.93, 3.24, -0.04], [5.45, 2.76, 1.16], [4.10, 2.94, -2.61], [4.55, 2.08, -3.67], [4.36, 4.36, -2.66], [2.45, 2.70, -2.48], [1.73, 3.08, -3.72], [0.36, 2.39, -3.77], [-0.51, 3.04, -2.71], [-1.10, 4.08, -2.92], [-0.50, 2.48, -1.51], [6.24, -0.15, 2.72], [5.88, 1.41, 3.47], [7.41, 1.16, 2.63], [5.72, -0.52, 0.40], [4.80, 0.32, -1.76], [4.73, 4.29, -0.19], [5.64, 3.46, 1.97], [2.13, 3.28, -1.70], [2.33, 2.77, -4.57], [1.59, 4.16, -3.77], [0.49, 1.33, -3.58], [-0.07, 2.54, -4.75], [-0.20, -2.70, -3.67], [0.51, -3.00, -2.45], [0.62, -4.38, -1.97], [1.62, -4.28, -0.81], [2.01, -2.87, -0.88], [1.34, -2.19, -1.80], [1.65, -0.54, -2.15], [-1.24, -2.99, -3.58], [0.25, -3.24, -4.51], [-0.13, -1.63, -3.87], [0.98, -5.02, -2.78], [-0.36, -4.75, -1.66], [2.48, -4.93, -0.94], [1.16, -4.50, 0.15], [2.73, -2.44, -0.32]], "e_homo_ev": -11.11, "charge": 1, "total_energy_ev": -166287.7276}

=====

Record 3
{"formula": "C5H14Si2", "method": "the ωB97M-V functional and the def2-TZVPD basis", "symbols": ["C", "C", "C", "C", "C", "Si", "Si", "H", "H", "H", "H", "H", "H", "H", "H", "H", "H", "H", "H", "H", "H"], "coordinates": [[0.42, 0.73, 0.70], [-0.33, 0.57, -0.39], [1.89, 0.90, 0.57], [-0.24, 0.44, 2.05], [-1.80, 0.38, -0.32], [0.29, 0.80, -2.18], [0.61, -3.48, 0.07], [2.04, 1.32, -0.35], [2.51, 0.02, 0.61], [2.30, 1.57, 1.44], [-1.12, 0.93, 2.23], [0.30, 0.73, 3.02], [-0.50, -0.70, 2.00], [-2.35, 1.08, 0.28], [-2.19, 0.48, -1.37], [-1.93, -0.59, 0.26], [-0.06, -0.63, -2.47], [-0.59, 1.65, -2.99], [1.60, 0.89, -2.72], [-0.37, -3.26, -1.14], [-0.36, -3.92, 1.26]], "relative_energy_kj_mol": 435.4, "e_homo_ev": -8.57, "total_energy_ev": -21162.1248}

=====

Record 4
{"formula": "C4H7NO2", "method": "the ωB97M-V functional and the def2-TZVPD basis", "symbols": ["H", "N", "C", "C", "O", "C", "C", "O", "H", "H", "H", "H", "H", "H"], "coordinates": [[-1.11, 0.04, 1.92], [-0.62, 0.09, 1.08], [0.48, -0.27, 0.61], [1.71, -1.00, 1.10], [0.66, 0.07, -0.70], [-0.37, 0.94, -1.19], [-1.78, 0.35, -1.17], [-2.75, 1.05, -1.35], [2.57, -0.33, 1.03], [1.63, -1.37, 2.12], [1.92, -1.84, 0.43], [-0.40, 1.88, -0.63], [-0.09, 1.13, -2.22], [-1.86, -0.75, -1.05]], "relative_energy_kj_mol": 180.5, "e_homo_ev": -9.50, "total_energy_ev": -9845.4089}